C45H71N2O3P4SSiY | ωB97M-V/def2-TZVPD

```
! wB97M-V def2-TZVPD RIJCOSX def2/J DEFGRID3
* xyz 2 1
Y 0.90650 -0.08045 -0.62295
C -3.88131 0.14972 -1.81655
C -3.20006 -1.11567 -2.34681
C -3.09005 -1.15610 -3.87273
P -1.65152 -1.53793 -1.36332
C -1.35638 -3.26288 -1.98037
C -0.55987 -3.19705 -3.28810
C -0.63472 -4.18343 -1.01209
C -2.51488 -1.62254 0.25818
C -3.40430 -2.67517 0.46801
C -4.27392 -2.67398 1.54897
C -4.27154 -1.59116 2.41246
C -3.36833 -0.55409 2.21834
C -2.45641 -0.53540 1.15832
Si -1.10784 0.83208 0.97069
C -1.92487 2.44308 0.33832
C -2.95335 3.07414 1.04333
C -3.47160 4.29999 0.66283
C -2.97357 4.93679 -0.46506
C -1.98714 4.31881 -1.21256
C -1.45692 3.08217 -0.82751
P -0.26338 2.25016 -1.93558
C -1.20396 1.74921 -3.45431
C -2.35755 2.62580 -3.93334
C -0.22353 1.44051 -4.58702
C 1.00127 3.48688 -2.49804
C 0.57865 4.70931 -3.31773
C 1.83051 3.92013 -1.29548
C -0.42515 1.26101 2.72516
C -1.29655 1.70578 3.72650
C -0.87669 2.05736 5.00079
C 0.46859 1.98958 5.31649
C 1.36533 1.57422 4.34505
C 0.94764 1.21036 3.06197
P 2.25652 0.70808 1.86677
C 3.19703 2.30648 1.65728
C 3.77197 2.99031 2.90200
C 4.26876 2.23415 0.56274
C 3.38726 -0.60043 2.61141
C 4.84658 -0.41710 2.19134
C 3.28901 -0.87012 4.11076
H -4.73125 0.39701 -2.45531
H -3.22575 1.01886 -1.78788
H -4.25643 0.00456 -0.80513
H -3.84729 -1.95503 -2.07075
H -2.26935 -0.56789 -4.28767
H -4.01738 -0.76735 -4.29791
H -2.97819 -2.17751 -4.23763
H -2.34689 -3.67806 -2.19379
H 0.48955 -2.99689 -3.06532
H -0.90821 -2.43499 -3.98539
H -0.60608 -4.16266 -3.79578
H 0.33130 -3.77284 -0.71117
H -0.44596 -5.14386 -1.49855
H -1.19384 -4.36246 -0.10074
H -3.44402 -3.50305 -0.23231
H -4.96855 -3.49289 1.69147
H -4.98005 -1.54657 3.23232
H -3.39451 0.27026 2.91930
H -3.37907 2.59458 1.91840
H -4.26462 4.75778 1.24098
H -3.36822 5.89646 -0.77384
H -1.65335 4.79778 -2.12102
H -1.62719 0.79832 -3.13497
H -2.02273 3.59009 -4.31515
H -3.08560 2.81109 -3.14673
H -2.87310 2.11717 -4.75159
H 0.19989 2.35018 -5.01641
H -0.73390 0.90914 -5.39317
H 0.60577 0.81372 -4.24229
H 1.63646 2.86845 -3.14115
H 0.19991 5.50414 -2.67574
H -0.17194 4.48831 -4.07449
H 1.45271 5.11077 -3.83438
H 1.23924 4.52351 -0.60287
H 2.68542 4.52174 -1.61304
H 2.21725 3.05573 -0.74953
H -2.35301 1.80599 3.51452
H -1.59843 2.39504 5.73495
H 0.82488 2.26906 6.30027
H 2.41230 1.53588 4.60226
H 2.38324 2.94796 1.29643
H 4.40987 2.32233 3.48469
H 2.99510 3.38199 3.55440
H 4.39110 3.83397 2.58962
H 5.22353 1.90086 0.96239
H 4.42836 3.22849 0.14142
H 4.00247 1.55494 -0.25374
H 3.04200 -1.50526 2.11800
H 5.30100 0.46605 2.63927
H 4.96328 -0.35698 1.10783
H 5.41597 -1.28333 2.53387
H 3.81671 -0.11666 4.69826
H 3.76342 -1.83093 4.31979
H 2.25745 -0.92256 4.45682
C 4.57380 -2.80324 -1.83477
O 4.10300 -1.43168 -1.86041
P 2.77469 -1.02431 -2.65278
O 3.18930 -1.43329 -4.13448
C 2.25455 -1.39575 -5.23718
O 2.86593 0.58993 -2.48508
C 4.00970 1.35538 -2.97019
H 4.38839 -3.29078 -2.78992
H 4.07857 -3.33904 -1.02615
H 5.64215 -2.75776 -1.65266
H 2.54993 -2.18446 -5.92132
H 2.32330 -0.42900 -5.73283
H 1.23621 -1.56959 -4.88735
H 3.84095 2.38489 -2.67268
H 4.05443 1.27023 -4.05307
H 4.92141 0.97348 -2.51862
C -2.45039 -2.26054 5.45686
C -1.85675 -3.01414 4.32076
C -2.09710 -4.33265 4.01998
C -1.47359 -4.87713 2.89291
N -0.66010 -4.16463 2.10862
C -0.43671 -2.90115 2.39512
S 0.65128 -1.84314 1.59562
N -1.02918 -2.34336 3.49748
C -1.69373 -6.29738 2.49353
H -2.80827 -2.93999 6.22579
H -3.29525 -1.67017 5.09264
H -1.72230 -1.57749 5.89629
H -2.74744 -4.92827 4.64330
H -0.83183 -1.35945 3.66359
H -2.27692 -6.84671 3.22868
H -0.73275 -6.78888 2.34311
H -2.21881 -6.31696 1.53525
*
```

Output
Electronic energy ... -113843.1814 eV
LUMO level ... -4.79 eV
Gap between HOMO and LUMO ... 7.1452 eV